A cluster of 2 separate species, C2H5O2S in total in a non-equilibrium geometry. Source: the OMol25 dataset; level of theory: the ωB97M-V functional and the def2-TZVPD basis.

Summary:
E_HOMO (eV): -4.268
Energy relative to the best compared isomer or geometry (same formula, charge and spin) (eV): 0.583
Gap between HOMO and LUMO (eV): 7.9
F_max (eV/A): 1.07
Net charge: -1
Molar mass (u): 93.13
Calculated total energy (hartree): -627.9194

Last column: natural (NBO) charge in e.
Geometry (Å):
S: 0.830 -1.297 1.104  -0.15
O: 0.228 1.203 -1.223  -0.79
O: -1.885 0.439 -1.303  -0.79
C: -0.749 0.653 -1.779  0.62
C: 0.508 0.441 1.628  -0.73
H: -0.182 -1.229 0.210  0.16
H: -0.601 0.375 -2.857  0.00
H: -0.049 0.849 0.781  0.30
H: -0.157 0.412 2.494  0.18
H: 1.425 0.972 1.858  0.20